# 1
Below is 4 unconnected molecules or ions with the total composition C33H27F7N3O6 at a distorted geometry, with properties calculated with ωB97M-V/def2-TZVPD.

Output
- Spin multiplicity: 1
- Max |F|: 1.3 eV/Å
- Charge: +1
- Energy relative to the best compared isomer or geometry (same formula, charge and spin): 0.0 kcal per mole

The geometry in XYZ format:
```
76
Properties=species:S:1:pos:R:3:forces:R:3:mulliken_charge:R:1
C -4.822 -1.094 0.965 0.27 -0.08 -0.04 -1.05
C -3.647 -0.421 1.593 -0.54 0.06 0.29 0.71
O -3.700 0.580 2.247 0.28 0.22 -0.03 -0.49
O -2.470 -1.093 1.397 0.13 0.17 -0.63 -0.31
C -1.318 -0.365 1.779 0.52 -0.02 0.42 -0.78
C -0.146 -0.704 0.890 0.02 -0.49 0.23 0.43
C 0.920 -1.494 1.323 0.17 0.27 -0.14 0.49
C 1.003 -2.160 2.665 -0.29 -0.44 -0.65 -1.03
C 0.548 -3.609 2.579 -0.19 -0.14 0.34 0.63
O 0.226 -4.280 3.486 0.04 -0.01 -0.05 -0.48
F 0.528 -4.083 1.312 0.11 0.09 -0.04 -0.20
C 2.005 -1.686 0.439 0.02 0.38 0.37 0.30
O 3.034 -2.431 0.874 -0.72 -0.44 -0.03 -0.24
N 4.348 -2.137 0.134 0.48 0.42 -0.63 0.20
O 4.762 -3.087 -0.319 0.10 -0.11 0.32 -0.11
C 1.988 -1.094 -0.805 0.11 -0.25 0.15 -0.30
N 0.932 -0.362 -1.220 0.18 -0.24 -0.04 0.54
C 1.022 0.262 -2.576 -0.32 0.61 -0.07 -1.52
C -0.065 -0.095 -3.579 0.69 -0.28 -1.09 -0.12
C -0.316 -1.562 -3.741 0.37 0.12 -0.03 0.22
F -1.530 -1.901 -4.184 -0.43 -0.05 0.92 -0.32
C 0.561 -2.527 -3.454 -0.73 -0.07 0.07 0.31
F 0.242 -3.675 -2.900 0.09 -0.50 -0.87 -0.23
F 1.863 -2.431 -3.679 0.27 0.40 0.93 -0.24
C -0.100 -0.191 -0.392 -0.16 0.14 -0.14 0.22
O -1.134 0.605 -0.852 0.01 0.04 -0.25 -0.45
C -2.148 -0.075 -1.340 0.38 -0.05 0.43 0.63
N -2.990 -0.749 -1.727 -0.28 0.09 -0.31 -0.51
H -5.102 -1.928 1.607 -0.11 -0.11 -0.07 0.30
H -5.632 -0.378 0.909 -0.10 0.01 0.09 0.33
H -4.574 -1.455 -0.028 -0.02 -0.16 0.03 0.34
H -1.060 -0.631 2.797 -0.06 0.12 0.17 0.49
H -1.468 0.714 1.761 -0.32 0.03 -0.07 0.17
H 2.038 -2.212 2.997 0.04 0.16 0.16 0.47
H 0.376 -1.708 3.420 0.14 0.16 0.16 0.38
H 2.810 -1.204 -1.492 -0.09 0.05 -0.19 0.53
H 1.991 0.000 -2.982 0.13 -0.10 0.22 0.43
H 0.998 1.337 -2.412 0.04 0.08 -0.07 0.61
H -0.979 0.455 -3.389 -0.27 -0.30 0.01 -0.01
H 0.297 0.301 -4.533 -0.02 0.31 0.05 0.70
F -0.450 2.732 -3.751 0.07 0.01 -0.04 -0.28
C -1.637 3.266 -4.166 -0.21 0.07 -0.03 0.43
C -2.292 2.702 -5.239 0.11 -0.15 -0.06 -0.30
C -3.503 3.255 -5.632 -0.01 0.08 0.08 -0.49
C -4.027 4.350 -4.956 0.00 -0.02 -0.01 -0.58
C -3.343 4.893 -3.876 -0.05 -0.07 -0.10 -0.40
C -2.135 4.345 -3.474 0.10 0.13 0.29 -0.50
H -1.864 1.854 -5.757 0.00 0.01 -0.01 0.43
H -4.038 2.829 -6.469 0.01 -0.01 -0.02 0.39
H -4.970 4.776 -5.269 0.00 0.01 -0.01 0.40
H -3.749 5.743 -3.344 0.01 0.00 0.02 0.43
H -1.584 4.735 -2.629 -0.01 0.05 -0.02 0.49
F 3.369 -3.325 4.296 0.00 0.01 0.00 -0.23
C 4.587 -3.911 4.157 0.14 -0.07 -0.01 0.39
C 5.381 -4.070 5.271 -0.04 0.05 0.15 -0.62
C 6.621 -4.673 5.118 -0.01 -0.01 -0.10 -0.38
C 7.046 -5.096 3.865 0.04 0.00 0.00 -0.60
C 6.227 -4.920 2.759 0.02 0.03 0.10 -0.55
C 4.982 -4.325 2.903 -0.01 0.01 -0.13 -0.11
H 5.033 -3.728 6.237 -0.02 -0.01 -0.01 0.43
H 7.256 -4.814 5.981 0.00 0.01 0.02 0.38
H 8.014 -5.563 3.753 0.00 -0.01 0.00 0.39
H 6.557 -5.246 1.782 -0.01 -0.03 0.00 0.36
H 4.322 -4.191 2.058 -0.09 -0.08 0.04 0.53
F -3.152 6.567 -0.267 0.01 -0.01 -0.03 -0.37
C -2.622 5.656 0.570 0.06 -0.15 0.10 0.38
C -1.251 5.617 0.733 0.10 0.09 -0.10 -0.38
C -0.708 4.676 1.598 -0.06 -0.09 -0.02 -0.43
C -1.534 3.788 2.274 0.03 -0.04 -0.07 -0.64
C -2.910 3.843 2.090 0.00 0.00 0.02 -0.32
C -3.463 4.786 1.236 -0.11 0.00 -0.04 -0.60
H -0.625 6.313 0.191 -0.02 0.04 0.02 0.48
H 0.363 4.641 1.744 0.01 0.03 0.00 0.41
H -1.107 3.057 2.949 -0.01 0.03 0.06 0.56
H -3.556 3.150 2.613 0.01 0.01 -0.02 0.45
H -4.532 4.852 1.084 0.00 0.02 -0.01 0.45
```
Forces are in eV/Å.

# 2
Below is 3 unconnected molecules or ions with the total composition C33H27FN2O8S at a distorted geometry, with properties calculated with ωB97M-V/def2-TZVPD.

Output
- Spin multiplicity: 1
- Max |F|: 2.0 eV/Å
- Charge: 0

The geometry in XYZ format:
```
72
Properties=species:S:1:pos:R:3:forces:R:3:mulliken_charge:R:1
C -0.348 -1.302 -3.306 -0.71 0.52 0.04 -1.41
C -1.888 -1.241 -3.078 1.93 0.65 -0.19 0.50
O -2.086 -1.158 -1.681 -0.74 -0.22 0.18 -0.48
C -2.370 -0.013 -3.834 -0.10 -1.14 -0.48 -0.96
O -3.764 0.308 -3.676 0.21 0.77 0.13 -0.36
N -4.500 -0.794 -3.273 -0.74 -0.68 0.05 0.40
C -5.034 -1.596 -4.387 0.59 -0.35 0.31 -0.85
C -5.017 -3.071 -3.991 -0.23 0.89 0.19 0.01
N -5.176 -3.981 -4.827 -0.10 -0.76 -0.76 -0.68
S -5.653 -0.343 -2.160 -0.62 1.76 -0.23 1.22
O -5.341 0.908 -1.610 1.40 0.74 0.93 -0.57
O -6.965 -0.431 -2.676 -0.52 -1.59 -0.47 -0.67
F -5.488 -1.399 -1.031 0.14 -0.33 -0.43 -0.21
H -0.064 -0.977 -4.309 0.02 -0.33 -0.08 0.39
H 0.079 -0.583 -2.608 0.28 -0.17 0.02 0.31
H 0.019 -2.298 -3.081 0.19 0.04 -0.02 0.33
H -2.279 -2.173 -3.484 -0.60 0.06 0.34 0.26
H -2.103 -0.231 -1.409 0.03 -0.14 -0.12 0.38
H -1.745 0.845 -3.584 -0.45 0.25 0.27 0.45
H -2.204 -0.215 -4.899 0.02 0.06 0.02 0.41
H -4.331 -1.487 -5.213 0.11 0.12 0.09 0.41
H -6.006 -1.262 -4.756 -0.08 -0.03 0.26 0.43
H -4.848 -3.343 -2.950 0.01 0.19 0.09 0.45
H -5.312 -3.565 -5.753 -0.06 -0.27 -0.08 0.25
C 2.000 -1.431 2.567 0.00 -0.07 0.17 -0.29
C 3.038 -1.942 3.340 0.04 -0.01 -0.16 -0.73
C 4.201 -2.392 2.732 -0.09 0.04 0.17 -0.61
C 4.325 -2.342 1.348 -0.05 0.01 -0.06 0.28
C 3.273 -1.847 0.577 0.16 -0.07 0.05 0.32
C 2.119 -1.384 1.192 -0.20 0.07 0.07 -0.60
C 3.355 -1.823 -0.905 -0.31 0.16 -0.07 0.36
O 2.430 -1.380 -1.556 0.11 -0.03 -0.21 -0.65
C 4.581 -2.355 -1.558 0.09 -0.06 0.08 0.21
C 4.656 -2.395 -2.945 0.04 -0.02 -0.17 -0.49
C 5.798 -2.876 -3.561 0.06 -0.01 0.04 -0.54
C 6.875 -3.311 -2.795 -0.07 0.03 -0.02 -0.47
C 6.803 -3.278 -1.413 0.12 -0.06 -0.11 -0.59
C 5.655 -2.810 -0.789 -0.15 0.07 -0.03 0.21
C 5.580 -2.812 0.701 0.22 -0.10 0.22 0.58
O 6.519 -3.194 1.368 0.00 0.00 -0.04 -0.67
H 1.094 -1.071 3.036 0.05 0.05 0.03 0.38
H 2.940 -1.989 4.417 0.00 0.01 -0.01 0.43
H 5.010 -2.787 3.332 0.07 0.00 -0.11 0.47
H 1.310 -0.992 0.591 0.06 -0.04 -0.09 0.63
H 3.820 -2.053 -3.540 -0.06 0.04 0.12 0.50
H 5.853 -2.911 -4.642 0.00 0.00 0.01 0.41
H 7.769 -3.680 -3.280 -0.01 0.00 0.00 0.39
H 7.639 -3.621 -0.818 -0.08 0.02 0.11 0.47
C 2.297 4.569 4.969 -0.03 0.06 0.00 -0.52
C 1.643 5.797 4.960 0.01 -0.07 0.00 -0.48
C 0.336 5.885 4.510 0.11 0.13 0.07 -0.58
C -0.319 4.748 4.056 0.05 -0.15 -0.03 0.28
C 0.346 3.520 4.043 -0.09 0.10 0.00 0.23
C 1.651 3.434 4.511 0.16 0.02 0.05 -0.58
C -0.323 2.300 3.517 0.09 -0.28 -0.04 0.43
O 0.252 1.230 3.507 0.02 -0.01 0.02 -0.64
C -1.709 2.420 2.990 -0.03 0.12 -0.01 0.42
C -2.329 1.304 2.439 -0.10 -0.10 -0.07 -0.73
C -3.623 1.399 1.955 -0.01 0.04 0.01 -0.46
C -4.308 2.608 2.026 0.04 -0.03 0.01 -0.61
C -3.694 3.724 2.569 -0.15 -0.04 -0.08 -0.60
C -2.391 3.638 3.044 0.09 -0.10 0.01 0.24
C -1.730 4.854 3.591 -0.17 0.29 0.01 0.53
O -2.324 5.910 3.652 0.02 -0.02 0.00 -0.67
H 3.315 4.501 5.329 -0.01 0.00 0.00 0.41
H 2.154 6.685 5.307 -0.01 -0.01 0.01 0.40
H -0.174 6.838 4.508 -0.11 -0.07 -0.03 0.47
H 2.162 2.480 4.513 -0.10 -0.05 -0.07 0.53
H -1.799 0.363 2.386 0.09 0.05 0.08 0.49
H -4.102 0.530 1.521 0.00 0.01 -0.01 0.53
H -5.321 2.678 1.653 0.02 -0.01 -0.02 0.42
H -4.225 4.665 2.620 0.11 0.05 0.05 0.48
```
Forces are in eV/Å.

DFT total energy (computed, eV): -70424.4820, -67569.6629
Frontier orbital gap (computed, eV): 6.7, 8.7
HOMO (computed, eV): -11.374, -9.747